1.
C7H13N2O4 | ωB97M-V/def2-TZVPD

Geometry as ORCA input:
```
! wB97M-V def2-TZVPD RIJCOSX def2/J DEFGRID3
* xyz 1 1
C -2.13588 0.53331 0.45943
C 0.85305 -0.88689 0.24456
C 1.10385 0.66913 0.06689
C -0.60672 0.84489 -1.50420
C -0.59268 -1.24170 0.00180
C -0.96814 -2.67443 -0.51687
C 2.59764 1.05930 0.14985
N -1.69276 1.27234 -0.59521
N -3.16883 0.99114 1.16076
O -1.65870 -0.66032 0.76499
O 0.60854 1.07326 -1.14169
O 1.59617 -1.67400 -0.60852
O 2.97074 1.34829 1.51709
H 1.13220 -1.04889 1.25217
H 0.65239 1.21039 0.91853
H -0.71018 1.03117 -2.54303
H -0.00901 -3.08829 -0.82459
H -1.68184 -2.72361 -1.30920
H -1.25881 -3.32879 0.30169
H 2.52958 2.04788 -0.53420
H 3.21140 0.22627 -0.25482
H -2.05728 2.29919 -0.87394
H -3.40045 1.93791 0.85808
H -3.64918 0.59620 1.94506
H 2.60458 -1.64516 -0.37791
H 3.73029 1.83140 1.44328
*
```

Values from the calculation:
ΔE to the lowest compared entry with this formula, charge and spin ... 102.99 kcal/mol
HOMO-LUMO gap (alpha / beta) ... 8.440 / 8.491 eV

Löwdin atomic charge list, values in e, 4 entries: -0.357, -0.296, -0.258, -0.082

---

2.
C5H9N | ωB97M-V/def2-TZVPD

Geometry as ORCA input:
```
! wB97M-V def2-TZVPD RIJCOSX def2/J DEFGRID3
* xyz 0 1
C -1.96557 0.17809 0.05585
C -0.67050 -0.62541 -0.09680
C 0.63020 0.03715 0.42915
C 1.84720 -0.46860 -0.36069
C 0.58815 1.50854 0.35951
N 0.56566 2.66457 0.30909
H -2.43688 0.02861 1.03197
H -1.78956 1.25154 -0.06861
H -2.68546 -0.12292 -0.71132
H -0.76530 -1.59153 0.41484
H -0.51176 -0.85773 -1.15650
H 0.76095 -0.20823 1.49118
H 1.88462 -1.56244 -0.32829
H 1.76381 -0.15959 -1.40852
H 2.78443 -0.07205 0.03914
*
```

Values from the calculation:
ΔE to the lowest compared entry with this formula, charge and spin ... 4.22 kcal/mol
HOMO-LUMO gap ... 12.362 eV

Löwdin atomic charge list, values in e, 4 entries: -0.101, -0.222, -0.365, -0.074

---

3.
C2H4N4O | ωB97M-V/def2-TZVPD

Geometry as ORCA input:
```
! wB97M-V def2-TZVPD RIJCOSX def2/J DEFGRID3
* xyz 0 1
C 1.80531 0.05422 -0.23148
N 0.75264 -0.87715 -0.25811
C -0.39267 -0.47675 0.12843
N -1.38681 -1.35515 0.12669
N -2.43997 -0.79797 -0.16858
O -2.38052 0.50229 -0.39663
N -0.92237 0.76708 0.11513
H 1.76007 0.76639 -0.96971
H 2.65052 -0.73331 -0.00949
H 1.63510 0.52539 0.76688
H -1.08130 1.62497 0.89686
*
```

Values from the calculation:
ΔE to the lowest compared entry with this formula, charge and spin ... 154.72 kcal/mol
HOMO-LUMO gap ... 9.557 eV

Löwdin atomic charge list, values in e, 4 entries: -0.136, 0.033, -0.558, 0.102

---

4.
C4Cl2 | ωB97M-V/def2-TZVPD

Geometry as ORCA input:
```
! wB97M-V def2-TZVPD RIJCOSX def2/J DEFGRID3
* xyz 0 1
C 0.41469 1.19782 0.60968
C -0.39426 1.19451 -0.61024
C -0.74014 -0.10079 -0.26394
C 0.73307 -0.10528 0.26381
Cl -2.03245 -1.08576 0.07411
Cl 2.01909 -1.10051 -0.07342
*
```

Values from the calculation:
ΔE to the lowest compared entry with this formula, charge and spin ... 60.70 kcal/mol
HOMO-LUMO gap ... 8.846 eV

Löwdin atomic charge list, values in e, 4 entries: -0.010, -0.016, -0.747, -0.754

---

5.
C69H58FN3O14 | ωB97M-V/def2-TZVPD

Geometry as ORCA input:
```
! wB97M-V def2-TZVPD RIJCOSX def2/J DEFGRID3
* xyz 0 1
C -3.10138 -2.26001 -2.57122
C -3.48374 -0.78013 -2.35977
C -2.47630 0.02081 -1.50363
C -1.35604 0.70992 -2.29555
O -1.83377 1.49228 -3.40742
C -0.97867 1.50966 -4.45847
C -0.33302 2.67867 -4.82769
C -0.61720 3.91257 -3.99047
O -1.91516 4.43515 -4.24348
C -2.45819 4.89713 -3.02087
C -3.86328 5.47590 -3.32277
O -4.54649 4.53886 -4.11202
C -5.34670 5.14681 -5.11099
C -4.51064 5.78925 -6.25675
C 0.53045 2.73597 -5.89129
C 0.76807 1.54581 -6.61509
C 0.10511 0.39590 -6.26539
C 0.28651 -0.91255 -7.03693
N -0.79110 -0.91742 -8.05330
C -0.77171 0.35693 -5.19236
O -1.40209 -0.85484 -4.84904
C -2.51667 -0.91333 -5.55286
N -3.60880 -1.10825 -5.91060
C 1.74306 1.58116 -7.74966
O 1.72869 0.84424 -8.70679
C 2.81201 2.66751 -7.67567
C 4.11555 2.32270 -8.37944
C 4.93207 1.37013 -7.45327
C 6.39565 1.23566 -7.93623
C 5.01943 1.90857 -5.99638
C 2.58191 3.80919 -7.03737
C 3.58274 4.94788 -6.96582
O 4.19862 5.26157 -5.99381
N 3.76503 5.74573 -8.19857
C 2.62999 5.63940 -9.04160
O 1.60999 6.22981 -8.86534
F 2.73101 4.82903 -10.13134
C 1.24424 3.98013 -6.34883
O 0.78647 5.09109 -6.22662
H -3.63814 -2.94310 -1.90227
H -3.38711 -2.55880 -3.58801
H -2.02398 -2.43600 -2.46110
H -4.45373 -0.72698 -1.84710
H -3.65002 -0.26746 -3.31445
H -3.00216 0.78225 -0.91587
H -1.98766 -0.68433 -0.82050
H -0.86460 1.41115 -1.60113
H -0.59616 -0.03344 -2.57235
H -0.57215 3.58336 -2.93705
H 0.14636 4.69054 -4.09228
H -1.81539 5.67325 -2.57444
H -2.62712 4.07625 -2.30291
H -4.33306 5.63040 -2.33483
H -3.74252 6.45731 -3.80153
H -5.93195 4.34505 -5.57479
H -6.04755 5.86642 -4.66103
H -5.03935 5.60219 -7.19497
H -4.41533 6.86740 -6.07143
H -3.49265 5.38643 -6.26406
H 1.27950 -0.98526 -7.48961
H 0.07852 -1.77344 -6.39443
H -0.51033 -0.24826 -8.76156
H -0.91393 -1.84297 -8.44223
H 3.86860 1.78303 -9.30036
H 4.68652 3.21867 -8.63990
H 4.41884 0.40227 -7.38628
H 6.48238 1.09998 -9.01849
H 6.94000 2.11679 -7.57396
H 6.85096 0.37359 -7.43129
H 5.88050 1.48551 -5.46866
H 4.08904 1.74185 -5.43916
H 5.16861 2.99497 -6.01143
H 4.53616 5.34382 -8.73432
O -0.80455 -0.16139 6.90229
C -0.84489 -0.08953 5.68979
C -1.60298 1.00250 5.02252
C -2.25001 1.95841 5.79620
C -2.92646 3.00091 5.18483
C -2.95859 3.09393 3.79685
C -2.32913 2.13424 3.02172
C -1.65456 1.08281 3.63051
C -0.99730 0.04789 2.78645
O -1.08935 0.09029 1.57530
C -0.22372 -1.03043 3.45528
C 0.42555 -1.98500 2.68184
C 1.17579 -2.97618 3.29264
C 1.28159 -3.01876 4.67954
C 0.62481 -2.07747 5.45445
C -0.13317 -1.08408 4.84795
H -2.22283 1.89248 6.87593
H -3.42633 3.74723 5.78911
H -3.47757 3.91598 3.32079
H -2.35889 2.20430 1.94252
H 0.34802 -1.95071 1.60331
H 1.68435 -3.71660 2.68831
H 1.87624 -3.78733 5.15457
H 0.70536 -2.11387 6.53254
O 4.25272 -3.76839 6.02689
C 5.42619 -3.67324 6.32636
C 6.39202 -4.74819 5.97332
C 5.94718 -5.86382 5.27415
C 6.84430 -6.85261 4.90676
C 8.19098 -6.73112 5.23494
C 8.63635 -5.62945 5.94622
C 7.73938 -4.63768 6.32311
C 8.22832 -3.46785 7.10276
O 9.38817 -3.39814 7.45278
C 7.26570 -2.38391 7.43718
C 7.71090 -1.26695 8.13323
C 6.83171 -0.23646 8.42212
C 5.50313 -0.31694 8.01628
C 5.05137 -1.43421 7.33438
C 5.92808 -2.47365 7.04664
H 4.90140 -5.95680 5.01401
H 6.49674 -7.71887 4.35856
H 8.89267 -7.49924 4.93628
H 9.68255 -5.53834 6.20550
H 8.74454 -1.20122 8.44510
H 7.18130 0.63463 8.96120
H 4.81991 0.49359 8.23500
H 4.01715 -1.49638 7.02233
O -8.41566 -3.62501 6.39171
C -7.24007 -3.43630 6.15599
C -6.47651 -4.37964 5.29435
C -7.12640 -5.47514 4.73899
C -6.43619 -6.33857 3.90480
C -5.09321 -6.11110 3.62014
C -4.43674 -5.03031 4.18455
C -5.12298 -4.16462 5.02749
C -4.40111 -3.01778 5.64118
O -3.21216 -2.86216 5.45235
C -5.16792 -2.06311 6.48520
C -4.51778 -0.96547 7.03700
C -5.22783 -0.05211 7.79775
C -6.59129 -0.23045 8.01088
C -7.24090 -1.32985 7.47461
C -6.53252 -2.25253 6.71464
H -8.17170 -5.64981 4.95546
H -6.94522 -7.18901 3.46963
H -4.55888 -6.78038 2.95812
H -3.39122 -4.85682 3.96698
H -3.45785 -0.82086 6.87058
H -4.72016 0.80422 8.22346
H -7.14632 0.48973 8.59839
H -8.30026 -1.46860 7.64386
*
```

Values from the calculation:
ΔE to the lowest compared entry with this formula, charge and spin ... 20.69 kcal/mol
HOMO-LUMO gap ... 8.048 eV

Löwdin atomic charge list, values in e, 4 entries: -0.104, -0.234, -0.167, -0.154

---

6.
C6H7FO | ωB97M-V/def2-TZVPD

Geometry as ORCA input:
```
! wB97M-V def2-TZVPD RIJCOSX def2/J DEFGRID3
* xyz 0 1
C -1.64037 -0.83399 -1.29876
C -0.50704 -0.93105 -0.58585
C 0.30476 0.29616 -0.19571
C 1.40271 0.51612 -1.23809
O 2.56028 0.51155 -0.89014
C 0.78846 0.26196 1.22373
C -0.00010 0.57123 2.25361
F -1.27528 0.93386 2.12859
H -2.08709 0.11628 -1.54830
H -2.18041 -1.72217 -1.61622
H -0.07651 -1.92940 -0.46042
H -0.44933 1.08265 -0.29702
H 1.08988 0.63904 -2.29282
H 1.77091 -0.05026 1.51344
H 0.29912 0.53803 3.30398
*
```

Values from the calculation:
ΔE to the lowest compared entry with this formula, charge and spin ... 35.81 kcal/mol
HOMO-LUMO gap ... 10.533 eV

Löwdin atomic charge list, values in e, 4 entries: 0.021, -0.139, -0.295, -0.199

---

7.
C5H14BN3O4 | ωB97M-V/def2-TZVPD

Geometry as ORCA input:
```
! wB97M-V def2-TZVPD RIJCOSX def2/J DEFGRID3
* xyz 0 1
N -0.31704 -2.37980 -0.73241
C -0.50920 -1.03954 -0.71096
N -0.03481 -0.25672 0.29641
C 0.08252 1.10481 -0.24283
C -0.74948 1.08411 -1.59831
N -1.10826 -0.32835 -1.67180
O -2.29077 -0.79808 -2.21796
B -3.36761 -0.76713 -1.30036
O -4.07055 -1.92597 -1.06048
O -3.72486 0.43507 -0.77434
H -1.05044 -3.06410 -0.73286
H 0.63771 -2.69464 -0.67390
H -0.69517 -0.38245 1.05803
H 1.13374 1.31415 -0.49431
H -0.29285 1.80946 0.49048
H 0.02405 1.19818 -2.35302
H -1.57604 1.77262 -1.72451
H -3.72083 -2.47854 -0.35477
H -4.00521 0.38490 0.14913
C 3.12852 0.15365 2.08417
C 3.27601 1.60348 1.56991
O 2.78530 1.80337 0.32668
H 3.65510 -0.53770 1.41965
H 3.54557 0.03923 3.09327
H 2.07261 -0.13405 2.12349
H 4.36447 1.83855 1.66901
H 2.80753 2.24550 2.36259
*
```

Values from the calculation:
HOMO-LUMO gap ... 4.014 eV

Löwdin atomic charge list, values in e, 4 entries: 0.211, -0.314, 0.110, -0.086

---

8.
C14H20N | ωB97M-V/def2-TZVPD

Geometry as ORCA input:
```
! wB97M-V def2-TZVPD RIJCOSX def2/J DEFGRID3
* xyz 1 1
C -3.23585 -1.82917 1.48629
C -2.52766 -1.09229 0.36851
C -1.05122 -0.99738 0.48484
C -0.21890 -0.87515 -0.51137
C -0.61611 -0.84226 -1.97403
C 1.18410 -0.73227 -0.17972
C 1.98551 -1.87300 -0.47409
C 3.32909 -1.84531 -0.17019
C 3.81385 -0.68220 0.45743
C 3.04483 0.41907 0.72830
C 1.71542 0.34493 0.43559
C 1.01298 1.69408 0.64445
N -0.25061 1.82157 -0.05486
C -1.16464 2.88100 0.08539
C -0.50941 2.73262 -1.20235
H -2.97653 -1.64259 2.47107
H -3.21410 -2.86026 1.66965
H -4.27083 -1.57507 1.40768
H -2.96279 -0.10643 0.45841
H -2.84408 -1.56076 -0.63067
H -0.68191 -0.91509 1.49019
H -0.17987 -1.81663 -2.29397
H -0.00027 0.08143 -2.48414
H -1.64442 -0.63957 -2.17960
H 1.53952 -2.79972 -0.88381
H 3.94509 -2.67272 -0.32398
H 4.77279 -0.81341 0.86980
H 3.53977 1.33681 1.07906
H 1.00007 1.79184 1.76086
H 1.81779 2.33104 0.33068
H -0.60452 0.84361 -0.14854
H -0.77576 3.71428 0.59724
H -2.25280 2.51661 0.26597
H -0.92954 2.15737 -2.07408
H 0.21101 3.50501 -1.50601
*
```

Values from the calculation:
ΔE to the lowest compared entry with this formula, charge and spin ... 88.20 kcal/mol
HOMO-LUMO gap ... 9.935 eV

Löwdin atomic charge list, values in e, 4 entries: -0.099, -0.210, -0.075, -0.347